Record 1
The following is a quantum chemistry calculation of a cluster of 8 separate species, C52H57F8O3PS in total, from OMol25.

ORCA input file:
```
! RIJCOSX wB97M-V def2-TZVPD def2/J DEFGRID3
* xyz 0 1
C -0.76429 -2.25454 4.80769
C 0.31292 -1.65321 3.92100
C 0.21042 -0.12144 3.88169
C -0.38707 0.49840 2.60048
C -0.93779 1.92250 2.87547
P -1.58548 -0.59839 1.74298
C -3.29365 -0.18513 2.29662
C -4.10384 -1.49581 2.43366
O -4.74571 -1.83983 1.25191
C -5.08519 -1.38377 3.59947
F -5.73979 -0.19515 3.57366
F -6.03217 -2.34791 3.53295
F -4.46466 -1.48256 4.78911
S -1.53537 0.20397 -0.25908
O -0.84501 1.45824 -0.37990
O -2.86476 0.10803 -0.80080
C -0.57594 -1.09787 -1.19832
F -1.30491 -2.23478 -1.14082
F -0.46624 -0.67738 -2.47641
C 0.84781 -1.40864 -0.62717
F 1.61211 -1.85225 -1.64632
F 0.79366 -2.37227 0.29620
F 1.42946 -0.32457 -0.10765
H -1.74831 -2.11589 4.36578
H -0.79561 -1.76312 5.77307
H -0.61896 -3.31723 4.96007
H 0.30789 -2.11811 2.94299
H 1.27611 -1.89506 4.36220
H 1.22241 0.26575 3.95706
H -0.30145 0.25050 4.76051
H 0.43118 0.64019 1.90346
H -1.83899 2.13671 2.31745
H -1.07262 2.07908 3.93790
H -0.20243 2.64949 2.55044
H -3.78591 0.38657 1.51752
H -3.27862 0.38385 3.21910
H -3.40948 -2.28672 2.69348
H -5.56273 -1.34571 1.16325
C -10.99239 -3.06523 3.22440
C -9.64310 -2.74449 3.17303
C -9.19496 -1.54032 3.69720
C -10.09753 -0.65494 4.27033
C -11.44760 -0.97271 4.31654
C -11.89487 -2.17833 3.79446
H -11.34091 -4.00661 2.81997
H -8.93903 -3.43401 2.72460
H -8.14804 -1.29177 3.65943
H -9.74782 0.28334 4.68139
H -12.15190 -0.28085 4.75993
H -12.94748 -2.42702 3.83168
C -2.55421 2.07588 -4.85362
C -2.82123 2.97974 -5.87216
C -1.88773 3.18818 -6.87798
C -0.68535 2.49505 -6.86336
C -0.41548 1.59600 -5.84109
C -1.35035 1.38552 -4.83707
H -3.28267 1.90878 -4.07073
H -3.75770 3.52222 -5.88276
H -2.09739 3.89117 -7.67437
H 0.04272 2.65570 -7.64878
H 0.52385 1.05744 -5.82768
H -1.14324 0.68584 -4.04325
C 4.48387 -0.79744 -5.83450
C 3.69530 -0.94426 -4.70194
C 3.69994 -2.14283 -4.00189
C 4.49172 -3.19642 -4.43732
C 5.27580 -3.05204 -5.57329
C 5.27279 -1.85241 -6.27122
H 4.48374 0.13914 -6.37705
H 3.07604 -0.12274 -4.36338
H 3.08940 -2.25527 -3.12084
H 4.49635 -4.13091 -3.89113
H 5.88974 -3.87505 -5.91538
H 5.88530 -1.73947 -7.15626
C 1.18493 -5.55424 0.11529
C -0.03821 -5.76655 -0.50506
C -0.43659 -7.05537 -0.83103
C 0.38946 -8.13163 -0.53923
C 1.61535 -7.91919 0.07591
C 2.01266 -6.63083 0.40422
H 1.49436 -4.55548 0.37382
H -0.68191 -4.92708 -0.73444
H -1.39127 -7.22084 -1.31297
H 0.07785 -9.13673 -0.79187
H 2.26122 -8.75834 0.29944
H 2.96820 -6.46502 0.88501
C 4.57931 -1.29474 4.57235
C 5.34727 -0.60349 5.49829
C 5.93452 0.60413 5.14732
C 5.75691 1.11811 3.87048
C 4.99415 0.42330 2.94221
C 4.40442 -0.78291 3.29362
H 4.11683 -2.23410 4.84779
H 5.48772 -1.00520 6.49329
H 6.53343 1.14386 5.86927
H 6.21524 2.06015 3.59729
H 4.85989 0.82150 1.94473
H 3.80715 -1.32442 2.57029
C -0.89854 4.74529 -11.88228
C -1.19012 5.93056 -12.54237
C -1.41075 7.09311 -11.81735
C -1.34270 7.06993 -10.43153
C -1.05766 5.88326 -9.77113
C -0.83418 4.72099 -10.49632
H -0.72150 3.83990 -12.44801
H -1.24522 5.94835 -13.62301
H -1.63588 8.01777 -12.33259
H -1.51267 7.97673 -9.86585
H -1.00862 5.86479 -8.68973
H -0.61026 3.79529 -9.98127
C 7.15954 3.52302 7.78535
C 7.92744 4.21564 8.71065
C 8.51619 5.42199 8.35916
C 8.33936 5.93478 7.08165
C 7.57663 5.23919 6.15446
C 6.98643 4.03366 6.50672
H 6.69489 2.58483 8.06180
H 8.06655 3.81544 9.70642
H 9.11313 5.96331 9.08139
H 8.79678 6.87671 6.80859
H 7.44210 5.63663 5.15688
H 6.38870 3.49306 5.78427
*
```

Properties
* gap between HOMO and LUMO: 9.543 eV
* SMILES: CCC[C@H](C)P(C[C@H](O)C(F)(F)F)S(=O)(=O)C(F)(F)C(F)(F)F.c1ccccc1.c1ccccc1.c1ccccc1.c1ccccc1.c1ccccc1.c1ccccc1.c1ccccc1
* strongest force on any atom: 1.4 eV Å⁻¹

Record 2
The following is a quantum chemistry calculation of a cluster of 9 separate species, C52H57N4O12 in total, from OMol25.

ORCA input file:
```
! RIJCOSX wB97M-V def2-TZVPD def2/J DEFGRID3
* xyz 1 1
C -37.55851 -36.06083 2.85915
C -36.14199 -35.63341 2.63243
N -35.58929 -36.14572 1.30425
C -34.51292 -36.98304 1.07031
C -34.16142 -36.98278 -0.22527
N -34.92556 -35.91821 -0.82775
C -35.74718 -35.45185 0.18460
C -34.68879 -35.43218 -2.16330
H -37.90211 -37.00972 2.78375
H -38.37495 -35.46261 2.40645
H -37.63555 -35.77515 3.95536
H -35.52575 -36.08271 3.62130
H -36.10474 -34.62582 2.73868
H -33.97049 -37.48201 1.83921
H -33.32678 -37.57999 -0.64333
H -36.47657 -34.64532 -0.05615
H -35.68901 -35.55023 -2.66667
H -33.85737 -35.86876 -2.69037
H -34.23967 -34.48960 -2.24653
N -32.06514 -33.79794 0.25642
C -32.71099 -33.55396 1.43033
C -32.55335 -34.41587 2.54052
C -31.87149 -35.54872 2.47967
C -31.12185 -35.85883 1.27306
C -31.23104 -34.88316 0.25980
H -33.25940 -32.68527 1.62146
H -33.01370 -33.99147 3.42026
H -31.91445 -36.28532 3.39070
H -30.45078 -36.76966 1.19218
H -30.84115 -34.82987 -0.62788
N -33.73920 -35.29518 5.70073
C -33.09529 -34.25298 6.17082
C -32.63038 -34.16901 7.48839
C -32.83095 -35.19437 8.43744
C -33.35919 -36.42602 7.94119
C -33.80045 -36.41895 6.50482
H -33.37208 -33.45205 5.61115
H -32.64146 -33.03731 7.81758
H -32.59028 -34.95131 9.50969
H -33.46401 -37.40254 8.66778
H -34.23117 -37.27638 6.27778
C -38.79765 -39.01795 -1.09018
C -39.92302 -38.55191 -0.25848
C -40.52581 -37.33184 -0.52239
C -40.02377 -36.48750 -1.41671
C -38.85864 -36.79325 -2.15875
C -38.24435 -38.09847 -1.98187
O -36.95732 -38.52024 -2.48047
O -41.73305 -37.14918 0.29999
H -38.44053 -39.90714 -0.84888
H -40.31228 -39.34707 0.31810
H -40.49249 -35.56156 -1.58025
H -38.54944 -35.97623 -2.96740
H -36.93001 -39.49043 -2.32558
H -42.14485 -36.30848 0.08918
C -31.95308 -33.19502 -3.79543
C -30.46028 -33.41669 -4.11864
C -30.00530 -33.14874 -5.39972
C -30.96216 -32.70503 -6.39026
C -32.35458 -32.53767 -6.09141
C -32.84735 -32.73045 -4.75297
O -34.16441 -32.52282 -4.41139
O -28.69639 -33.13618 -5.65000
H -32.12388 -33.16914 -2.72332
H -29.73939 -33.64879 -3.34893
H -30.50834 -32.52333 -7.54538
H -33.00290 -32.12927 -6.92342
H -34.43956 -31.98215 -5.08206
H -28.35871 -33.04190 -4.72250
C -34.51565 -39.88600 3.65892
C -33.24565 -39.44162 4.24757
C -32.06422 -39.30413 3.52197
C -32.08649 -39.69471 2.17877
C -33.17318 -40.32514 1.62714
C -34.44986 -40.48316 2.35532
O -35.51523 -41.07614 1.87943
O -30.94877 -38.84838 4.08083
H -35.39827 -39.65129 4.34767
H -33.40132 -39.06799 5.31529
H -30.94265 -39.43954 1.60619
H -33.11453 -40.45625 0.43176
H -35.51950 -41.09047 0.98588
H -30.41674 -38.84029 3.41410
C -36.35879 -31.92129 -1.56791
C -35.55574 -31.87229 -0.39379
C -36.21566 -31.99364 0.85804
C -37.66954 -32.10304 0.88508
C -38.31710 -32.28248 -0.31616
C -37.69467 -32.24345 -1.56659
O -38.40609 -32.36766 -2.60523
O -35.63449 -31.83591 2.10914
H -35.78551 -31.93014 -2.48762
H -34.49938 -31.69711 -0.44945
H -38.25367 -32.21400 1.78594
H -39.30389 -32.23670 -0.55384
H -39.32258 -32.02840 -2.45141
H -36.34435 -31.87303 2.69437
C -30.99946 -36.93302 -4.02467
C -31.23976 -38.05588 -3.01428
C -32.27554 -38.99954 -3.40357
C -32.97673 -38.83298 -4.61837
C -32.66001 -37.75576 -5.44525
C -31.71763 -36.87238 -5.19418
O -31.49567 -35.81116 -6.10010
O -32.45497 -40.00221 -2.57157
H -30.22867 -36.28164 -4.04076
H -30.88388 -38.08305 -2.05081
H -33.77991 -39.43451 -5.02288
H -33.05301 -37.67113 -6.48566
H -31.58983 -35.06860 -5.60311
H -33.46032 -40.25210 -2.34317
C -37.07379 -32.62829 5.72048
C -36.41083 -33.08937 6.97933
C -35.66436 -32.22635 7.78612
C -35.59811 -30.89193 7.37318
C -36.17339 -30.37338 6.21046
C -37.02342 -31.24266 5.43477
O -37.68541 -30.76689 4.32859
O -34.98745 -32.77395 8.86594
H -37.63347 -33.36352 5.29315
H -36.64914 -34.11284 7.18206
H -34.92518 -30.19909 7.76128
H -36.35893 -29.33972 5.93123
H -38.59555 -30.73214 4.62631
H -34.86386 -33.75773 8.84528
*
```

Properties
* gap between HOMO and LUMO: 8.105 eV
* energy relative to the best compared isomer or geometry (same formula, charge and spin): 0.00 kcal/mol
* strongest force on any atom: 8.5 eV Å⁻¹